1.
Formula: C3H16NO4
Source: the Open Molecules 2025 dataset
Level of theory: the ωB97M-V functional and the def2-TZVPD basis

Last column: natural (NBO) charge in e.
CARTESIAN COORDINATES (ANGSTROEM)
C  0.0615  0.0086  -0.9605  -0.25
C  -1.3737  0.3137  -0.6292  -0.46
C  -1.8818  1.3641  -1.6405  -0.05
O  -1.4690  0.9472  -2.9286  -0.75
N  0.8217  -0.6357  0.1711  -0.70
H  0.6198  0.8095  -1.4490  0.24
H  0.1096  -0.6425  -1.8399  0.24
H  -1.9755  -0.5946  -0.6961  0.22
H  -1.6144  0.7376  0.3482  0.23
H  -2.9559  1.4766  -1.5596  0.19
H  -1.4538  2.3439  -1.4160  0.18
H  -2.1534  0.9257  -3.5831  0.49
H  1.3624  0.1068  0.6155  0.43
H  1.6299  -1.2744  -0.0258  0.48
H  0.1222  -1.0458  0.7975  0.44
H  1.2029  -2.0074  3.1477  0.46
H  0.2084  -2.8284  3.9005  0.48
O  0.7599  -2.8718  3.1101  -0.94
H  3.9892  -1.6046  -0.2175  0.51
H  3.2953  -2.8310  0.5435  0.52
O  3.1991  -1.9196  0.2055  -0.98
H  -0.3873  3.6789  1.0937  0.49
H  -1.4560  2.7758  1.7703  0.48
O  -0.6610  2.7674  1.2422  -0.97

Forces on the atoms, in the same order (eV/Å):
0.6 -0.7 -1.6
-1.0 0.7 -0.2
0.1 -0.5 0.0
0.8 -0.1 0.2
0.3 0.9 -0.2
0.1 0.6 1.1
-0.4 -0.6 0.5
0.0 -0.1 -0.2
0.8 -0.1 0.1
-0.3 -0.1 0.0
0.2 -0.1 0.0
-0.7 0.2 -0.2
-0.6 0.2 0.7
-0.6 -0.4 -0.4
0.6 -0.1 0.2
0.1 -0.5 0.0
-0.1 -0.3 0.0
0.1 0.9 0.0
0.7 -0.2 -0.2
0.4 0.7 -0.4
-1.0 -0.5 0.6
-0.2 0.0 0.2
-0.3 0.3 0.3
0.6 -0.3 -0.4

The charge is +1. For the LUMO energy, the calculation gives -3.01 eV. As for the energy above the lowest of the compared OMol25 structures with the same formula, charge and spin: 92.4 kJ/mol.

---

2.
Formula: C32H54N6O4S4
Source: the Open Molecules 2025 dataset
Level of theory: the ωB97M-V functional and the def2-TZVPD basis

Last column: Mulliken charge in e.
CARTESIAN COORDINATES (ANGSTROEM)
C  3.9042  3.7695  -0.6735  -0.77
S  4.9031  5.2328  -0.1318  0.48
O  6.3111  5.1745  -0.7424  -0.63
C  4.1106  6.5215  -1.2061  -0.92
H  4.3565  2.8324  -0.3491  0.31
H  3.7868  3.8541  -1.7539  0.18
H  2.9018  3.9607  -0.2904  0.37
H  4.0657  6.2246  -2.2540  0.30
H  4.6794  7.4416  -1.0715  0.32
H  3.1050  6.7239  -0.8374  0.36
C  -0.8345  -2.4363  -7.3533  -0.92
S  -0.6991  -3.1292  -5.7101  0.50
O  -1.2715  -4.5945  -5.7822  -0.64
C  1.1253  -3.4505  -5.8007  -0.91
H  -0.2829  -1.5127  -7.5286  0.35
H  -1.8463  -2.0311  -7.3667  0.32
H  -0.7676  -3.1065  -8.2102  0.32
H  1.5734  -3.8849  -4.9071  0.33
H  1.7038  -2.5454  -5.9858  0.29
H  1.4547  -4.0893  -6.6202  0.34
C  -0.8809  -0.2552  2.5176  -0.97
S  -0.8963  -0.1237  0.7265  0.48
O  -0.1613  1.1899  0.4507  -0.60
C  0.3072  -1.4742  0.4477  -0.90
H  -1.3687  0.6546  2.8675  0.33
H  0.1267  -0.2123  2.9312  0.32
H  -1.4513  -1.1224  2.8503  0.36
H  1.2849  -1.2792  0.8884  0.29
H  0.3682  -1.5655  -0.6367  0.34
H  -0.1137  -2.3548  0.9330  0.34
C  7.1063  0.4925  -2.8905  -0.89
S  6.2215  -1.0130  -2.3839  0.48
O  4.7433  -0.6780  -2.5526  -0.57
C  6.4638  -2.1428  -3.8423  -0.87
H  8.1446  0.2245  -3.0861  0.35
H  7.0771  1.2745  -2.1318  0.32
H  6.7069  0.9148  -3.8126  0.27
H  7.5220  -2.3058  -4.0468  0.36
H  6.0254  -1.6981  -4.7357  0.24
H  5.9626  -3.0960  -3.6741  0.30
N  -3.7527  -6.8381  1.6807  0.00
C  -4.5580  -6.8302  2.8113  -0.50
C  -3.9758  -5.9791  3.7244  -0.52
C  -2.8317  -5.5040  3.1650  -0.41
C  -2.6788  -6.0094  1.9168  -0.36
H  -3.9448  -7.3760  0.8478  0.19
H  -5.4947  -7.3602  2.9012  0.36
H  -4.4242  -5.7561  4.6813  0.40
H  -2.0453  -4.9092  3.6057  0.44
H  -1.9607  -6.0109  1.1100  0.41
N  -2.2019  8.6504  -0.7192  0.03
C  -2.0058  8.3324  -1.9971  -0.53
C  -1.3708  7.1240  -2.0630  -0.44
C  -1.3251  6.6530  -0.7797  -0.33
C  -1.7806  7.6590  0.0867  -0.56
H  -2.6432  9.4965  -0.3881  0.20
H  -2.3255  9.0374  -2.7502  0.37
H  -1.0210  6.5321  -2.8959  0.41
H  -0.9500  5.6804  -0.4971  0.49
H  -1.7610  7.7451  1.1631  0.36
N  -4.0840  2.3512  6.8161  0.04
C  -2.9251  1.6006  6.9634  -0.46
C  -1.8706  2.4901  7.1115  -0.47
C  -2.4037  3.7699  6.9613  -0.36
C  -3.7477  3.6251  6.6782  -0.46
H  -4.9994  1.9581  6.6500  0.18
H  -2.9376  0.5250  7.0605  0.40
H  -0.8527  2.2556  7.3859  0.39
H  -1.8644  4.7053  6.9875  0.37
H  -4.4373  4.4096  6.4037  0.35
N  -7.3659  -0.1381  4.5573  0.00
C  -6.4706  -1.1413  4.6900  -0.44
C  -6.4856  -1.5889  5.9496  -0.37
C  -7.4608  -0.8407  6.6318  -0.32
C  -8.0323  0.0815  5.7261  -0.68
H  -7.5012  0.4582  3.7534  0.20
H  -5.9105  -1.4066  3.8055  0.44
H  -5.8727  -2.3857  6.3444  0.42
H  -7.7132  -0.9702  7.6739  0.38
H  -8.8096  0.8034  5.9286  0.36
N  3.7216  -6.3212  0.8074  0.02
C  3.3890  -5.1722  1.4297  -0.49
C  2.6221  -5.5418  2.5845  -0.53
C  2.4081  -6.9420  2.4848  -0.33
C  3.0614  -7.3350  1.3794  -0.43
H  4.2792  -6.3659  -0.0335  0.20
H  3.7686  -4.2100  1.1192  0.43
H  2.0640  -4.8913  3.2415  0.38
H  1.7758  -7.5796  3.0849  0.39
H  3.2138  -8.3548  1.0582  0.37
N  2.4734  1.4984  -5.5345  0.10
C  1.3882  2.3475  -5.2455  -0.74
C  1.0098  2.8861  -6.4737  -0.22
C  1.8461  2.3941  -7.4470  -0.45
C  2.6312  1.4304  -6.8942  -0.53
H  3.0469  1.0526  -4.8328  0.18
H  1.0714  2.5975  -4.2438  0.47
H  0.2596  3.6315  -6.6929  0.40
H  1.8405  2.7553  -8.4647  0.39
H  3.4580  0.8361  -7.2542  0.41

Forces on the atoms, in the same order (eV/Å):
0.0 1.4 -0.5
1.5 0.5 -1.7
-1.7 -0.5 0.9
-0.5 -0.4 0.8
-0.1 0.3 0.0
0.4 -0.4 -0.1
0.0 -0.4 0.4
0.3 -0.2 0.1
0.2 -0.3 0.0
-0.1 -0.1 0.0
-1.2 1.1 -0.5
1.0 -4.1 -0.6
0.7 3.3 0.2
0.8 0.5 -0.1
0.7 -0.2 0.4
-0.4 -0.3 0.0
0.4 -0.4 0.5
-0.7 0.0 0.3
-0.4 0.5 0.2
-0.9 -0.3 -0.2
-0.4 0.5 0.3
2.0 1.3 0.2
-1.0 -1.5 0.1
-0.6 0.3 -0.1
-0.2 -0.1 0.0
0.1 -0.3 -0.3
0.1 -0.1 0.0
-0.1 0.4 0.0
0.1 -0.3 0.1
0.0 -0.2 -0.3
0.5 -0.3 -0.7
-2.0 0.1 -1.2
1.2 -0.1 0.6
0.7 0.7 0.0
0.1 0.0 0.2
-0.2 -0.4 0.3
-0.3 -0.2 0.0
0.1 -0.1 0.2
-0.1 0.3 0.2
0.0 0.2 0.5
-0.9 -0.1 1.1
0.1 0.2 -0.4
-2.4 -1.2 0.7
3.1 1.6 -0.3
-0.6 -1.5 -1.7
0.2 0.2 0.2
0.2 -0.1 -0.3
0.2 0.0 0.0
-0.3 0.2 0.2
0.4 0.6 0.5
-0.6 1.1 1.3
0.1 1.0 -2.1
-0.5 -0.3 -1.3
0.6 -0.2 2.9
0.6 -1.7 -0.2
0.2 -0.2 -0.2
0.2 -0.2 -0.1
-0.3 0.4 -0.3
0.1 0.1 0.2
-0.2 -0.1 -0.2
0.3 -2.3 -0.8
0.2 0.2 0.8
-0.4 -1.0 0.2
-0.4 0.8 -0.7
0.5 2.4 0.5
0.2 0.0 0.0
-0.2 0.1 0.0
-0.1 -0.2 -0.2
-0.1 -0.1 -0.1
-0.2 -0.2 0.2
-1.2 1.3 -0.4
0.7 0.4 -2.3
0.1 -0.7 1.2
-1.0 1.1 0.0
1.2 -1.6 1.9
0.2 -0.4 0.0
0.2 -0.2 0.3
-0.1 0.1 0.0
-0.2 0.1 -0.1
0.2 0.0 -0.5
0.1 0.8 -1.1
-0.8 0.3 2.9
0.1 0.7 -2.0
-0.6 0.9 0.5
0.8 -2.9 -0.4
-0.2 -0.1 0.3
-0.1 -0.1 0.0
0.4 0.2 0.0
0.2 0.2 0.1
0.0 0.1 -0.3
-1.9 0.4 0.6
1.0 0.0 -1.2
-0.6 0.8 1.9
0.1 -0.7 -1.8
1.8 0.2 0.9
-0.2 -0.2 -0.2
0.1 -0.3 -0.1
-0.1 0.0 0.4
0.0 -0.4 -0.1
-0.2 0.1 -0.3

For the LUMO energy, the calculation gives 0.15 eV. As for the energy above the lowest of the compared OMol25 structures with the same formula, charge and spin: 311.8 kJ/mol.

---

3.
Formula: C2H7N3S
Source: the Open Molecules 2025 dataset
Level of theory: the ωB97M-V functional and the def2-TZVPD basis

Last column: natural (NBO) charge in e.
CARTESIAN COORDINATES (ANGSTROEM)
C  1.0820  -2.3826  -0.7486  -0.46
C  -0.3972  -0.7562  0.7237  0.24
H  2.1499  -2.2992  -0.2846  0.23
H  0.2357  -3.3239  -0.3164  0.23
H  1.0416  -2.2869  -2.0432  0.24
H  -0.0712  0.7930  -0.9240  0.33
H  2.1385  0.5598  -0.4564  0.31
H  -0.4569  -1.7138  1.1678  0.18
H  -1.7004  2.7501  0.7186  0.15
N  0.6920  -1.0157  -0.1601  -0.33
N  0.9121  0.0918  -0.9514  -0.65
N  -1.1334  0.2115  1.0938  -0.51
S  -0.6713  1.8338  0.1507  0.03

Forces on the atoms, in the same order (eV/Å):
-1.2 0.5 -0.3
1.9 -2.3 -1.0
-1.6 -1.9 -1.5
3.1 3.0 -1.3
0.2 -0.4 4.2
3.8 -2.3 -1.0
-4.8 -0.8 -1.9
-1.4 -0.8 1.3
1.3 -2.0 -0.8
-3.2 1.4 0.3
3.5 2.0 0.0
1.0 2.1 -1.4
-2.6 1.5 3.3

For the LUMO energy, the calculation gives 0.44 eV. As for the energy above the lowest of the compared OMol25 structures with the same formula, charge and spin: 729.2 kJ/mol.